[1]
# C2H3F3OSi

2 unconnected molecules or ions with the total composition C2H3F3OSi (the ωB97M-V functional and the def2-TZVPD basis, the OMol25 dataset).

The multiplicity is 1. The lowest unoccupied orbital energy comes out at -0.94 eV. Its SMILES is FC=C(F)F.O=[SiH2]. The value obtained for the total energy is -742.247618 Eh. The calculation puts the orbital gap at 0.33175 hartree. The energy above the lowest of the compared OMol25 structures with the same formula, charge and spin comes out at 1.257 eV. Its total charge is 0.

Element x y z (Å)
C (-0.78769, -1.09225, -0.24196)
C (-1.41658, -1.40922, 0.84037)
O (1.97812, 0.44969, -0.46955)
F (-2.74889, -1.62745, 0.95283)
F (-0.81542, -1.53633, 2.01987)
F (-1.39924, -1.00992, -1.47441)
Si (1.83680, 1.92216, -0.32004)
H (0.43247, 2.55589, 0.14832)
H (0.24701, -1.23358, -0.39844)
H (2.67343, 2.98100, -1.05699)

[2]
# C27H30O25Pd2

A molecular structure, C27H30O25Pd2 (the ωB97M-V functional and the def2-TZVPD basis, the OMol25 dataset).

The multiplicity is 5. The lowest unoccupied orbital energy (alpha / beta) comes out at -9.02 / -11.52 eV. The value obtained for the total energy is -3182.684793 Eh. The calculation puts the orbital gap (alpha / beta) at 0.20079 / 0.10909 hartree. The energy above the lowest of the compared OMol25 structures with the same formula, charge and spin comes out at 3.621 eV. Its total charge is +2.

Element x y z (Å)
Pd (0.28621, -4.08810, -0.74635)
Pd (1.80333, 3.88099, -1.96984)
C (1.17854, -0.41540, -2.82707)
C (1.44911, 0.91526, -2.30105)
C (1.91710, 1.08879, -0.82326)
O (2.20701, 2.21052, -0.38201)
C (1.90259, -0.16777, 0.02805)
C (1.54003, -1.35815, -0.47243)
C (1.22319, -1.50055, -1.98678)
O (0.92917, -2.67270, -2.51580)
O (1.43257, -2.33571, 0.37298)
O (1.31071, 1.98732, -2.90918)
H (0.80763, -0.48444, -3.83903)
H (2.15557, -0.05672, 1.07212)
C (2.04088, 3.27932, 3.26234)
C (0.84088, 3.70108, 2.44043)
O (1.38123, 4.96905, 2.04012)
C (2.74573, 4.86247, 1.92694)
O (3.50304, 5.74032, 1.48878)
O (3.12945, 3.85422, 2.57008)
H (1.97730, 2.19478, 3.35076)
H (2.17530, 3.72527, 4.24782)
H (-0.16529, 3.64417, 2.85575)
H (0.77839, 3.07544, 1.55007)
C (-0.58401, -4.54296, 4.86070)
C (0.94183, -4.43332, 4.87823)
O (1.06322, -3.95762, 3.52292)
C (0.18690, -4.55939, 2.76247)
O (0.24461, -4.68802, 1.56011)
O (-0.79444, -4.96691, 3.58541)
H (-1.01668, -3.54758, 4.96126)
H (-1.07706, -5.23558, 5.54281)
H (1.53319, -5.32970, 5.06503)
H (1.15741, -3.64066, 5.59470)
C (-2.03577, 0.48152, -2.56846)
C (-1.91385, 0.30027, -0.96816)
O (-2.02457, 1.68593, -0.57950)
C (-3.01454, 2.21621, -1.51478)
O (-3.76974, 3.22018, -1.19701)
O (-3.00821, 1.53415, -2.66256)
H (-2.54882, -0.36942, -3.01652)
H (-1.04126, 0.68441, -2.96582)
H (-0.90357, -0.02283, -0.71703)
H (-2.71991, -0.39997, -0.74901)
C (3.44598, -1.35637, 3.61779)
C (3.19213, -1.62917, 5.10551)
O (3.55929, -0.41272, 5.74716)
C (3.77449, 0.52003, 4.83922)
O (4.15939, 1.63221, 5.06348)
O (3.81553, -0.00681, 3.61632)
H (2.64316, -1.55365, 2.90740)
H (4.34093, -1.92495, 3.36501)
H (3.94938, -2.40618, 5.21001)
H (2.15566, -1.91134, 5.29048)
C (-3.04159, 5.53985, -5.28761)
C (-2.76597, 4.19338, -6.02351)
O (-1.60897, 3.70121, -5.24837)
C (-1.46836, 4.36358, -4.12191)
O (-0.54193, 4.27352, -3.30081)
O (-2.47253, 5.38487, -4.00193)
H (-4.10103, 5.79146, -5.23881)
H (-2.49793, 6.33613, -5.79600)
H (-2.46566, 4.23452, -7.07051)
H (-3.68261, 3.60997, -5.93686)
C (-0.65157, 0.10795, 3.74565)
C (-1.75415, 1.07227, 3.26835)
O (-2.65719, 0.06919, 2.73933)
C (-2.13991, -1.19592, 2.62619)
O (-2.62468, -2.20225, 2.13477)
O (-1.01157, -1.24877, 3.44473)
H (-0.64735, 0.03704, 4.83332)
H (0.32794, 0.25951, 3.29209)
H (-1.41401, 1.78016, 2.51249)
H (-2.25698, 1.80457, 3.90001)
C (-1.05313, -2.94078, -5.49810)
C (-1.01500, -4.40233, -4.91474)
O (-1.17727, -5.20716, -6.02398)
C (-1.88717, -4.53444, -6.92078)
O (-2.55400, -4.94687, -7.86307)
O (-1.79411, -3.20974, -6.59666)
H (-0.09355, -2.55434, -5.84158)
H (-1.32136, -2.25746, -4.69235)
H (-1.83905, -4.68384, -4.25914)
H (-0.04961, -4.60450, -4.45078)